one.
3 unconnected molecules or ions with the total composition C3H12O3. Source: the Open Molecules 2025 dataset; level of theory: the ωB97M-V functional and the def2-TZVPD basis.

The structure (SMILES) is CO.CO.CO. Its charge is 0. Its LUMO energy is 0.5 eV.

CARTESIAN COORDINATES (ANGSTROEM)
1 H 0.891 0.073 1.270
2 H 3.242 1.835 0.589
3 O 0.033 -0.732 -0.274
4 H -3.116 -0.629 0.862
5 H 1.800 1.917 -1.743
6 O -2.548 -1.417 -0.701
7 H -1.716 -1.055 -0.512
8 H -0.782 -0.120 1.318
9 H 0.899 -0.297 -0.478
10 C 3.287 1.237 -0.351
11 C 0.016 -0.705 1.154
12 C -3.552 -0.732 -0.096
13 H 0.131 -1.585 1.792
14 H 3.930 1.699 -1.098
15 O 1.943 1.265 -1.020
16 H -3.675 0.254 -0.482
17 H 3.691 0.233 -0.049
18 H -4.477 -1.232 -0.183

---

two.
4 unconnected molecules or ions with the total composition C3H12O3. Source: the Open Molecules 2025 dataset; level of theory: the ωB97M-V functional and the def2-TZVPD basis.

The structure (SMILES) is C=CC.O.O.O. Its charge is 0. Its LUMO energy is 0.5 eV.

CARTESIAN COORDINATES (ANGSTROEM)
1 H 3.913 -0.464 1.952
2 C -1.451 -0.792 -2.165
3 C -3.251 0.857 -1.543
4 H -4.231 0.618 -1.940
5 H 2.157 -0.571 -1.469
6 H -3.284 1.449 -0.630
7 H 1.212 1.733 4.324
8 H 2.898 -1.408 2.358
9 H 2.297 -1.081 -0.010
10 H -1.327 -0.310 -3.116
11 O 1.745 1.247 3.681
12 O 1.694 -0.639 -0.623
13 H -2.350 -0.745 -0.299
14 H 2.371 1.877 3.315
15 H -2.719 1.514 -2.245
16 C -2.326 -0.310 -1.298
17 H -0.871 -1.671 -1.918
18 O 3.521 -1.304 1.622

---

three.
3 unconnected molecules or ions with the total composition C3H12O3. Source: the Open Molecules 2025 dataset; level of theory: the ωB97M-V functional and the def2-TZVPD basis.

The structure (SMILES) is CCCO.O.O. Its charge is 0. Its LUMO energy is 0.6 eV.

CARTESIAN COORDINATES (ANGSTROEM)
1 H -0.241 -2.657 -1.336
2 H -0.372 -1.728 1.077
3 O 0.799 2.117 -0.489
4 H -2.011 0.023 1.433
5 H 2.547 2.277 2.301
6 H 1.144 2.146 -1.386
7 H 0.742 -1.227 -1.003
8 C -0.267 -1.623 -1.049
9 O -0.792 -0.876 -2.171
10 H -2.325 0.158 -0.319
11 H -0.730 0.616 0.478
12 H -1.753 -0.910 -2.148
13 H -1.912 -2.157 0.270
14 C -1.577 -0.055 0.439
15 C -1.047 -1.491 0.254
16 H 3.854 2.262 1.621
17 O 3.441 1.919 2.424
18 H 0.498 1.205 -0.396

---

Relative energies, kcal/mol: one 54.7; two 7.8; three 0.0.

---

one.
C3H4INS in the gas phase. Source: the Open Molecules 2025 dataset; level of theory: the ωB97M-V functional and the def2-TZVPD basis.

The structure (SMILES) is IC1=NCCS1. Its charge is 0. Its LUMO energy (spin up / spin down) is 0.0 / 0.0 eV.

CARTESIAN COORDINATES (ANGSTROEM)
1 H 0.255 1.364 0.056
2 C -0.610 -0.495 0.400
3 S 1.505 0.514 1.934
4 C 0.413 -0.702 2.591
5 N -0.685 -1.206 1.603
6 H -1.616 0.065 0.581
7 I 0.236 -1.101 4.587
8 H -0.626 -1.274 -0.425
9 H 1.332 0.077 -0.510
10 C 0.642 0.435 0.221

---

two.
A molecular structure, C3H4INS. Source: the Open Molecules 2025 dataset; level of theory: the ωB97M-V functional and the def2-TZVPD basis.

Its charge is 0. Its LUMO energy is 0.2 eV.

CARTESIAN COORDINATES (ANGSTROEM)
1 C -1.557 0.001 0.127
2 N -0.732 1.163 0.261
3 C 0.624 0.781 -0.034
4 I -3.625 0.231 0.047
5 C 0.840 -0.801 -0.027
6 H 1.406 -1.219 -0.984
7 H 1.170 1.269 -0.798
8 H 1.247 1.157 0.930
9 H 1.461 -1.111 0.822
10 S -0.836 -1.470 -0.343

---

Relative energies, kcal/mol: one 21.6; two 0.0.

---

one.
12 unconnected molecules or ions with the total composition C5H32O11. Source: the Open Molecules 2025 dataset; level of theory: the ωB97M-V functional and the def2-TZVPD basis.

The structure (SMILES) is C=CCCC.O.O.O.O.O.O.O.O.O.O.O. Its charge is 0. Its LUMO energy is -0.5 eV.

CARTESIAN COORDINATES (ANGSTROEM)
1 H -0.249 -1.394 2.385
2 H 1.053 -1.080 -2.049
3 H 0.253 1.394 -2.195
4 C -2.273 -2.244 2.252
5 H -1.992 0.852 -3.523
6 C -3.082 0.429 1.770
7 H 2.318 0.163 -1.817
8 H -1.650 -0.471 0.274
9 O -2.285 4.104 -1.075
10 H -2.313 -2.154 -0.998
11 H 2.051 1.324 0.343
12 H -4.009 0.163 -0.092
13 H 0.311 2.426 1.046
14 H -1.767 3.713 -0.210
15 C -1.650 0.030 1.333
16 O 1.719 1.586 1.280
17 O 3.219 -1.106 0.269
18 H -0.301 2.525 -1.788
19 O -0.399 3.111 0.843
20 O 3.858 -1.110 -2.049
21 H -3.188 -1.873 2.743
22 H 2.501 -0.862 -0.163
23 O -2.559 -2.990 -1.423
24 C -4.057 0.330 0.949
25 H -2.878 0.061 -4.465
26 H -0.815 3.491 1.599
27 H -0.938 1.008 1.413
28 O 3.842 0.803 2.419
29 O 3.229 -3.596 0.437
30 O -0.378 2.045 -2.543
31 H 3.469 0.136 3.066
32 H 3.840 -1.203 -0.321
33 C -1.242 -1.040 2.354
34 H -1.677 -3.463 -1.380
35 H 4.218 -1.034 -2.930
36 H 2.930 -2.710 0.665
37 H -1.334 -0.539 3.409
38 H 3.446 -3.853 1.289
39 H -2.427 3.347 -1.492
40 H 3.589 -2.028 -1.930
41 H -3.178 0.694 2.817
42 O 1.413 -0.334 -1.487
43 H -1.737 -3.058 2.769
44 H -2.356 -2.419 1.145
45 H 2.462 1.493 1.878
46 O -2.258 -0.036 -3.710
47 H -5.105 0.347 1.152
48 H 4.097 0.163 1.724

---

two.
12 unconnected molecules or ions with the total composition C5H32O11. Source: the Open Molecules 2025 dataset; level of theory: the ωB97M-V functional and the def2-TZVPD basis.

The structure (SMILES) is C=CCCC.O.O.O.O.O.O.O.O.O.O.O. Its charge is 0. Its LUMO energy is 0.2 eV.

CARTESIAN COORDINATES (ANGSTROEM)
1 H -2.895 -2.821 -2.572
2 C -2.005 -1.139 -0.314
3 O 0.174 2.277 0.589
4 O 1.519 -0.599 -1.910
5 O 0.672 -2.522 -3.784
6 H -1.182 -0.787 0.334
7 H -0.638 1.921 -0.648
8 H -1.474 2.805 -1.600
9 H -0.203 1.940 -2.978
10 O -1.518 1.985 -1.264
11 H 2.613 0.036 0.589
12 H -3.513 -0.330 0.971
13 H 3.693 -1.482 -0.424
14 O 1.708 0.081 0.405
15 H -3.654 -3.303 1.255
16 O 3.118 2.108 2.482
17 C -3.313 -1.245 0.528
18 H -4.323 -1.659 0.064
19 O 2.105 -2.336 2.770
20 C -1.470 -2.568 -0.985
21 C -2.058 -3.184 -1.983
22 H 0.714 -1.811 -4.240
23 O -0.295 2.993 3.378
24 O -0.290 5.282 0.560
25 H -0.091 -2.687 -3.357
26 H 1.319 0.178 -2.530
27 H 1.343 -1.215 -2.544
28 H -1.712 -4.234 -2.298
29 C -3.117 -2.370 1.625
30 H -0.242 2.741 4.306
31 H 0.263 4.544 0.834
32 O 4.373 -0.827 -0.104
33 H 1.241 -0.538 -0.237
34 H -1.119 5.139 0.336
35 H -3.741 -2.255 2.611
36 H -0.554 -2.906 -0.486
37 H -0.549 2.207 1.237
38 H -2.030 -0.347 -1.093
39 H 3.982 2.524 2.454
40 H 2.754 -1.738 2.257
41 H 0.906 1.935 1.028
42 H 5.222 -0.687 -0.471
43 O 0.698 1.972 -3.424
44 H 1.022 2.748 -3.018
45 H 2.884 2.080 3.472
46 H -0.575 3.907 3.305
47 H -2.068 -2.502 1.962
48 H 2.310 -3.312 2.910

---

Relative energies, kcal/mol: one 0.0; two 3.9.

---

one.
CH2ClNO2S2 in the gas phase. Source: the Open Molecules 2025 dataset; level of theory: the ωB97M-V functional and the def2-TZVPD basis.

The structure (SMILES) is O=[SH](=O)NC(=S)Cl. Its charge is 0. Its LUMO energy is -0.8 eV.

CARTESIAN COORDINATES (ANGSTROEM)
1 Cl -0.878 -2.237 -1.537
2 S -1.843 0.114 -2.961
3 N -0.370 0.198 -0.600
4 S -0.384 -0.408 0.930
5 H -0.125 1.202 -0.684
6 H 0.574 -1.394 0.558
7 O 0.004 0.623 1.780
8 C -1.084 -0.522 -1.748
9 O -1.692 -0.996 1.195

---

two.
3 unconnected molecules or ions with the total composition CH2ClNO2S2. Source: the Open Molecules 2025 dataset; level of theory: the ωB97M-V functional and the def2-TZVPD basis.

Its charge is 0. Its LUMO energy is -1.6 eV.

CARTESIAN COORDINATES (ANGSTROEM)
1 O 3.265 -2.240 -0.256
2 H 0.211 0.710 0.002
3 H -0.961 -1.314 0.034
4 Cl -1.689 -0.400 -0.289
5 S 2.085 -1.484 -0.098
6 S 3.603 1.819 0.003
7 N 0.900 1.426 0.219
8 O 0.828 -2.093 -0.441
9 C 2.096 1.430 0.007

---

Relative energies, kcal/mol: one 26.9; two 0.0.